The following is a DFT calculation (ωB97M-V/def2-TZVPD) of an isolated molecule of C12H12N4O2S.

- SMILES string = COC(=O)/C=C/Sc1nnc(-c2ccccc2)n1N
- strongest force on any atom (eV Å⁻¹) = 4.07
- HOMO-LUMO gap (eV) = 8.3
- relative energy (zero: lowest compared OMol25 entry of this formula, charge and spin) (kJ/mol) = 228.48
- net charge = 0
- energy (eV) = -33526.764
- 2S+1 = 1

Last column: Mulliken charge in e.
Atoms and positions in Å:
1 C -3.2231 -4.6338 3.0053  -0.61
2 O -2.4398 -3.4449 2.8124  -0.32
3 C -1.1185 -3.6350 2.6894  0.41
4 O -0.5540 -4.7327 2.8395  -0.59
5 C -0.2796 -2.4672 2.5475  -0.08
6 C 1.0614 -2.5078 2.2301  -0.24
7 S 2.0851 -1.1240 1.9970  -0.19
8 C 1.5092 -0.4586 0.5024  0.28
9 N 1.2362 -1.2185 -0.5363  -0.46
10 N 0.9355 -0.3754 -1.5709  -0.46
11 C 1.0328 0.8689 -1.1329  0.25
12 C 0.7153 2.0297 -2.0126  0.68
13 C 1.3173 3.2892 -1.8146  -0.50
14 C 0.9395 4.3311 -2.6848  -0.60
15 C 0.0820 4.1301 -3.7508  -0.34
16 C -0.4954 2.8952 -3.9594  -0.57
17 C -0.1579 1.8571 -3.0792  -0.43
18 N 1.4178 0.9101 0.1891  0.44
19 N 1.5983 2.0219 1.0735  -0.93
20 H -4.2958 -4.3591 3.0403  0.23
21 H -2.9748 -5.1165 3.9264  0.31
22 H -3.0728 -5.3422 2.1850  0.29
23 H -0.7587 -1.4973 2.6771  0.37
24 H 1.5440 -3.4492 1.9991  0.40
25 H 2.0177 3.4659 -1.0069  0.64
26 H 1.3606 5.3271 -2.5355  0.34
27 H -0.0902 4.9587 -4.4476  0.35
28 H -1.1592 2.7481 -4.8103  0.37
29 H -0.6208 0.8906 -3.2021  0.42
30 H 1.3033 1.7916 2.0469  0.27
31 H 1.0842 2.8468 0.7830  0.27